Formula: C23H30MnO3
Source: the Open Molecules 2025 dataset
Level of theory: ωB97M-V/def2-TZVPD

```
57
Properties=species:S:1:pos:R:3
C -4.068 -1.242 -3.072
O -3.556 -1.856 -4.229
C -2.903 -0.927 -5.085
C -1.511 -0.487 -4.575
C -0.753 -1.613 -3.836
C 0.608 -1.009 -3.337
C 1.076 -1.699 -2.015
C 1.665 -0.645 -1.031
C 3.132 -0.985 -0.658
C 3.678 -0.086 0.503
C 2.852 -0.299 1.747
C 1.850 0.484 2.175
C 1.451 1.755 1.421
C 0.704 2.807 2.280
C -0.731 2.430 2.461
C -1.268 2.469 3.760
C -2.540 2.045 3.982
C -3.238 1.575 2.874
C -2.726 1.552 1.550
C -1.443 1.997 1.355
C 1.153 0.013 3.422
O -0.080 -0.002 3.573
C 2.056 -0.522 4.507
C 3.052 -1.296 4.100
C 3.194 -1.523 2.598
O 3.504 -2.591 2.129
H -3.456 -0.387 -2.735
H -4.072 -1.989 -2.264
H -5.102 -0.902 -3.236
H -2.813 -1.403 -6.066
H -3.528 -0.024 -5.194
H -1.637 0.359 -3.882
H -0.905 -0.161 -5.429
H -0.473 -2.413 -4.532
H -1.334 -1.998 -2.993
H 0.403 0.050 -3.136
H 1.374 -1.120 -4.110
H 1.781 -2.513 -2.219
H 0.189 -2.164 -1.562
H 1.019 -0.608 -0.141
H 1.709 0.358 -1.479
H 3.755 -0.735 -1.528
H 3.240 -2.052 -0.448
H 3.736 0.953 0.170
H 4.692 -0.446 0.722
H 2.373 2.250 1.096
H 0.915 1.453 0.518
H 1.178 3.033 3.240
H 0.712 3.750 1.708
H -0.598 2.825 4.538
H -2.927 2.041 4.998
H -4.252 1.188 3.042
H -3.341 1.165 0.737
H -1.022 1.968 0.355
H 1.889 -0.287 5.556
H 3.768 -1.771 4.767
Mn -2.434 -0.765 2.906
```

Calculated values
Electronic energy = -2270.3695 Ha
Orbital gap (spin up / spin down) = 3.159 / 3.262 eV
Net charge = +2
<S²> = 8.757
2S+1 = 6

Charges obtained by natural (NBO) population analysis, quoted in units of e:
1 C -0.254
2 O -0.533
3 C -0.066
4 C -0.427
5 C -0.393
6 C -0.390
7 C -0.400
8 C -0.400
9 C -0.380
10 C -0.460
11 C 0.071
12 C -0.149
13 C -0.423
14 C -0.459
15 C 0.086
16 C -0.148
17 C -0.205
18 C -0.421
19 C -0.294
20 C -0.158
21 C 0.618
22 O -0.743
23 C -0.300
24 C -0.174
25 C 0.491
26 O -0.435
27 H 0.147
28 H 0.173
29 H 0.187
30 H 0.204
31 H 0.170
32 H 0.176
33 H 0.227
34 H 0.220
35 H 0.188
36 H 0.180
37 H 0.222
38 H 0.221
39 H 0.186
40 H 0.162
41 H 0.201
42 H 0.230
43 H 0.230
44 H 0.230
45 H 0.255
46 H 0.259
47 H 0.233
48 H 0.237
49 H 0.270
50 H 0.252
51 H 0.269
52 H 0.256
53 H 0.264
54 H 0.248
55 H 0.261
56 H 0.267
57 Mn 1.724